Molecular formula: C2H4ClN2P
Method: DFT, the ωB97M-V functional and the def2-TZVPD basis

Properties
Kohn-Sham gap in eV: 6.94
Charge: 0

Cartesian coordinates (Å):
C1 -0.098 2.536 -0.132
C2 1.160 -2.271 0.153
N1 -1.300 2.117 -0.053
N2 0.085 -2.406 -0.488
P1 -2.656 1.399 -0.056
Cl1 -1.363 -2.355 0.307
H1 0.769 1.859 -0.270
H2 0.138 3.579 -0.242
H3 1.968 -2.158 -0.516
H4 1.296 -2.300 1.299

Forces on atoms 1 to 6 (eV/Å):
C 0.70 -0.33 -0.37
C -0.56 -0.40 2.13
N 0.53 -0.37 -0.30
N 0.75 0.52 -1.14
P -0.07 0.14 0.19
Cl -1.18 -0.26 1.08

Results of the Löwdin charge analysis, in e, for atoms 1 through 2: C -0.163; C -0.170

---

Molecular formula: C2H4ClN2S2
Method: DFT, the ωB97M-V functional and the def2-TZVPD basis

Properties
Kohn-Sham gap (alpha / beta) in eV: 5.94 / 7.46
Structure (SMILES): C/C(=N\SCl)[NH+]=S
Charge: +1

Cartesian coordinates (Å):
C1 -0.006 0.309 -0.078
C2 0.771 -0.996 0.033
N1 -1.274 0.546 -0.103
N2 0.821 1.448 -0.134
S1 0.457 2.945 0.155
S2 -2.708 0.049 -0.009
Cl1 -2.793 -2.004 0.179
H1 1.617 -0.997 -0.756
H2 0.087 -1.780 -0.011
H3 1.252 -0.773 1.111
H4 1.776 1.253 -0.388

Forces on atoms 1 to 6 (eV/Å):
C 1.05 0.39 -0.70
C 2.26 3.53 1.30
N 0.33 0.33 0.29
N -0.75 -2.00 -0.25
S -0.56 1.71 0.24
S -0.12 -0.94 0.01

Results of the Löwdin charge analysis, in e, for atoms 1 through 2: C -0.447; C 0.018

---

Values for strongest force on any atom, eV Å⁻¹, ordered as above
2.23 4.39
Values for ΔE to the lowest compared entry with this formula, charge and spin, eV, ordered as above
4.249 1.064